Formula: C30H40Br2FeN8O2S2
Source: the Open Molecules 2025 dataset
Level of theory: the ωB97M-V functional and the def2-TZVPD basis

Computed properties:
ΔE to the lowest compared entry with this formula, charge and spin	0.000	eV
spin multiplicity	6
frontier orbital gap (spin up / spin down)	6.9 / 6.1	eV
F_max	0.444	eV/A
lowest unoccupied orbital energy (spin up / spin down)	-8.43 / -9.27	eV
charge	+3

XYZ file:
```
85
Properties=species:S:1:pos:R:3:lowdin_charge:R:1
Fe 1.114 -0.251 1.377 0.581
N 0.570 -0.061 3.500 0.005
C -0.178 1.209 3.659 -0.258
C -1.014 1.332 4.933 -0.124
C -2.131 0.317 5.192 -0.152
C -3.371 0.430 4.302 -0.153
N -3.935 1.774 4.240 0.094
C -4.846 2.289 5.056 -0.416
N -5.259 3.543 4.868 0.218
N -5.352 1.581 6.064 0.228
C -0.921 1.484 2.353 -0.552
O -1.916 2.167 2.316 0.101
O -0.366 0.950 1.288 -0.180
H 0.001 -0.851 3.799 0.012
H 1.395 -0.058 4.095 0.108
H 0.573 2.004 3.689 0.146
H -1.427 2.341 4.938 0.126
H -0.325 1.295 5.781 0.131
H -2.426 0.436 6.237 0.121
H -1.766 -0.712 5.118 0.093
H -4.137 -0.276 4.631 0.126
H -3.147 0.156 3.271 0.122
H -3.500 2.374 3.545 0.128
H -4.958 4.075 4.069 0.137
H -5.950 3.963 5.467 0.137
H -5.065 0.636 6.243 0.118
H -6.099 1.948 6.630 0.141
S 0.065 -1.904 -0.090 0.736
C 0.398 -1.440 -1.690 -0.582
N 0.066 -2.165 -2.720 -0.057
C 0.358 -1.693 -4.085 -0.055
C 0.138 -0.210 -4.151 -0.056
N 0.935 0.443 -3.100 -0.049
C 1.537 1.746 -3.486 -0.081
C 2.594 1.543 -4.539 -0.238
C 2.403 2.036 -5.824 -0.040
C 3.373 1.837 -6.798 -0.047
C 4.528 1.135 -6.491 -0.050
C 4.722 0.638 -5.207 -0.055
C 3.760 0.843 -4.232 -0.041
C 1.112 -0.131 -1.945 -0.583
S 2.128 0.476 -0.732 0.835
C -0.610 -3.484 -2.639 -0.082
C -1.972 -3.412 -3.276 -0.241
C -2.260 -4.168 -4.405 -0.035
C -3.517 -4.090 -4.992 -0.046
C -4.480 -3.250 -4.456 -0.051
C -4.194 -2.490 -3.327 -0.059
C -2.945 -2.573 -2.735 -0.043
H -0.327 -2.204 -4.759 0.142
H 1.385 -1.960 -4.344 0.159
H -0.914 0.054 -4.020 0.158
H 0.489 0.173 -5.108 0.142
H 1.926 2.211 -2.585 0.093
H 0.719 2.356 -3.871 0.144
H 1.505 2.595 -6.063 0.121
H 3.226 2.232 -7.793 0.119
H 5.284 0.981 -7.248 0.119
H 5.630 0.102 -4.967 0.115
H 3.925 0.474 -3.225 0.096
H -0.662 -3.770 -1.593 0.086
H 0.032 -4.195 -3.162 0.147
H -1.510 -4.830 -4.822 0.123
H -3.741 -4.687 -5.865 0.119
H -5.458 -3.189 -4.914 0.118
H -4.952 -1.844 -2.905 0.112
H -2.729 -1.995 -1.842 0.106
Br 2.022 -2.792 2.606 0.730
C 0.518 -4.034 2.678 -0.953
Br -1.153 -3.178 3.048 0.679
H 0.752 -4.719 3.484 0.021
H 0.468 -4.518 1.711 0.009
N 1.900 2.899 1.706 0.159
C 2.992 2.148 2.044 -0.373
C 4.160 2.763 2.522 0.018
C 5.235 1.995 2.881 -0.007
C 5.158 0.600 2.755 -0.028
C 3.993 0.065 2.294 -0.153
N 2.904 0.808 1.964 -0.063
H 2.047 3.893 1.632 0.125
H 1.240 2.525 1.039 0.063
H 4.194 3.842 2.588 0.130
H 6.140 2.462 3.244 0.132
H 5.991 -0.041 3.002 0.125
H 3.907 -1.004 2.151 0.048
```